Entry 1:
{
  "formula": "C5H8N2",
  "method": "ωB97M-V/def2-TZVPD",
  "elements": ["C", "N", "C", "C", "C", "N", "C", "H", "H", "H", "H", "H", "H", "H", "H"],
  "coordinates": [[-1.348, 1.518, 1.276], [-0.502, 0.749, 0.601], [0.298, 1.246, -0.559], [0.872, -0.010, -1.150], [0.498, -1.050, -0.371], [0.908, -2.376, -0.427], [-0.348, -0.581, 0.694], [-0.407, 1.781, -1.201], [-2.195, 1.055, 1.752], [-1.157, 2.571, 1.399], [1.061, 1.956, -0.213], [1.566, -0.023, -1.977], [1.243, -2.678, -1.330], [0.253, -3.037, -0.036], [-0.742, -1.120, 1.543]],
  "spin_multiplicity": 1,
  "orbital_gap_ev": [7.203, 7.193],
  "homo_ev": [-6.22, -6.18],
  "max_force_ha_per_bohr": 0.008,
  "total_charge": 0,
  "e_above_lowest_kj_mol": 252.0
}


Entry 2:
{
  "formula": "C16H24FIN7O6PS",
  "method": "ωB97M-V/def2-TZVPD",
  "elements": ["C", "C", "O", "O", "C", "O", "C", "N", "P", "O", "I", "S", "O", "O", "F", "H", "H", "H", "H", "H", "H", "C", "C", "N", "H", "H", "H", "C", "C", "N", "H", "H", "H", "C", "C", "N", "H", "H", "H", "C", "C", "N", "H", "H", "H", "C", "C", "N", "H", "H", "H", "C", "C", "N", "H", "H", "H"],
  "coordinates": [[3.726, 0.680, 1.666], [2.852, 1.150, 0.487], [2.343, 2.192, 0.562], [2.694, 0.393, -0.687], [1.953, -0.752, -0.484], [2.449, -1.790, -0.301], [0.402, -0.709, -0.540], [-0.142, 0.083, 0.580], [-1.332, 1.324, 0.034], [-1.739, 2.321, 1.310], [-0.253, 2.857, -1.578], [-0.697, -0.860, 1.844], [-0.186, -2.201, 1.779], [-0.261, -0.239, 3.062], [-2.307, -0.875, 1.842], [3.098, 0.379, 2.517], [4.385, 1.528, 1.904], [4.332, -0.175, 1.324], [0.120, -0.192, -1.483], [-0.022, -1.720, -0.623], [-2.623, 2.090, 1.631], [2.597, 6.166, -3.449], [1.395, 5.320, -3.438], [0.467, 4.665, -3.429], [2.527, 6.895, -4.255], [2.687, 6.691, -2.500], [3.481, 5.549, -3.602], [-1.945, 1.522, -5.880], [-2.361, 1.936, -4.531], [-2.678, 2.257, -3.488], [-1.220, 0.713, -5.811], [-2.810, 1.177, -6.444], [-1.492, 2.363, -6.401], [-4.447, 3.883, 4.559], [-5.157, 3.130, 3.513], [-5.723, 2.551, 2.714], [-3.823, 3.206, 5.141], [-3.817, 4.645, 4.103], [-5.166, 4.363, 5.220], [-6.002, -1.711, 0.405], [-4.884, -1.804, -0.547], [-4.019, -1.875, -1.281], [-6.718, -0.966, 0.062], [-6.500, -2.676, 0.485], [-5.628, -1.420, 1.385], [3.696, -4.504, -0.922], [4.434, -5.367, -1.860], [5.003, -6.031, -2.586], [4.280, -3.615, -0.698], [2.748, -4.204, -1.364], [3.504, -5.043, 0.002], [2.743, -5.534, 3.650], [3.894, -5.582, 2.735], [4.782, -5.619, 2.025], [2.005, -4.823, 3.279], [2.286, -6.519, 3.720], [3.071, -5.222, 4.640]],
  "spin_multiplicity": 1,
  "orbital_gap_ev": 8.560,
  "homo_ev": -8.25,
  "max_force_ha_per_bohr": 0.079,
  "total_charge": 0
}


Entry 3:
{
  "formula": "C5H7BrIN2",
  "method": "ωB97M-V/def2-TZVPD",
  "elements": ["C", "C", "C", "C", "C", "N", "N", "Br", "I", "H", "H", "H", "H", "H", "H", "H"],
  "coordinates": [[-2.068, 0.011, -0.224], [-1.334, 0.583, -1.057], [-0.587, -1.006, 1.314], [-1.893, -0.415, 1.219], [0.822, 0.782, 0.468], [0.483, -0.340, 0.895], [2.333, 0.898, 0.134], [-2.316, 1.009, 2.642], [0.117, 2.897, 0.586], [-3.016, -0.171, -0.693], [-0.727, 0.981, -1.827], [-0.313, -2.127, 1.481], [-2.702, -1.197, 1.480], [2.738, 0.088, -0.493], [2.667, 0.635, 0.973], [2.717, 1.741, -0.360]],
  "spin_multiplicity": 3,
  "s_squared": 2.035,
  "orbital_gap_ev": [6.632, 7.312],
  "homo_ev": [-11.05, -13.17],
  "max_force_ha_per_bohr": 0.114,
  "total_charge": 1,
  "e_above_lowest_kj_mol": 363.2
}


Entry 4:
{
  "formula": "C4H3I3",
  "method": "ωB97M-V/def2-TZVPD",
  "elements": ["C", "C", "C", "C", "I", "I", "I", "H", "H", "H"],
  "coordinates": [[1.201, -0.024, 0.931], [2.248, 0.066, 1.525], [0.113, 0.064, 0.065], [3.340, 0.039, 2.575], [5.134, -0.698, 1.582], [2.844, -1.179, 4.229], [3.629, 2.095, 3.164], [0.438, 0.212, -0.932], [-0.396, 0.996, 0.323], [-0.524, -0.824, 0.002]],
  "spin_multiplicity": 1,
  "orbital_gap_ev": 8.399,
  "homo_ev": -9.21,
  "max_force_ha_per_bohr": 0.059,
  "total_charge": 0,
  "e_above_lowest_kj_mol": 35.4
}


Question: Which formula does entry 3 have?
Answer: C5H7BrIN2